Record 1
This record from the OMol25 dataset describes C8H20F6K3N3O16S6 as an isolated structure in a non-equilibrium geometry. The level of theory is ωB97M-V/def2-TZVPD.

Summary:
Frontier orbital gap (spin up / spin down): 8.212 / 3.081 eV
Charge: +1
Expectation value of S²: 0.754
Spin multiplicity: 2
HOMO level (spin up / spin down): -0.4351 / -0.4351 hartree

```
62
Properties=species:S:1:pos:R:3:forces:R:3:mulliken_charge:R:1
K -0.83462 -2.46076 -1.22388 -0.325 0.313 -0.849 1.00
K -0.71626 -4.21960 1.81467 -0.268 -0.220 0.454 0.91
K -2.39803 2.25871 -1.05905 -0.239 0.053 0.571 0.88
N 0.33307 -1.78630 1.04444 -4.113 1.723 1.701 -0.21
S -0.52248 -0.32959 1.49565 -4.640 0.922 1.703 1.36
O -1.26037 0.20115 0.37494 1.442 -0.201 -0.272 -0.40
O -0.16531 0.54522 2.59152 0.824 -1.627 -2.209 -0.62
F -1.65494 -1.17743 2.13576 -0.795 -1.124 0.863 -0.33
S 1.60369 -1.02378 0.86152 9.897 0.145 0.310 0.67
O 2.38040 -0.76894 2.08494 -1.795 -0.069 -2.506 -0.62
O 1.64510 -0.10732 -0.24302 -0.396 0.036 0.785 -0.40
F 2.42430 -2.27187 0.22329 -0.171 -0.282 -0.080 -0.30
N -0.25532 3.66124 -1.89669 -2.195 5.377 -1.140 -0.22
S -0.00393 5.27431 -1.38974 -1.614 4.392 -0.157 1.04
O 1.19191 5.96455 -1.79923 -0.556 -1.781 0.452 -0.56
O -0.51965 5.53652 -0.07552 0.385 -1.196 -0.557 -0.52
F -1.04971 6.00382 -2.29813 -0.698 -0.827 -0.525 -0.25
S 1.01078 3.16310 -1.32316 6.483 -7.582 1.131 1.13
O 0.96192 2.81679 0.06535 0.015 0.922 0.444 -0.53
O 2.31480 3.47691 -1.87761 -1.036 0.520 0.461 -0.62
F 0.86543 1.65377 -1.95550 -0.541 0.137 -0.397 -0.35
N -2.58834 -4.31468 -0.27075 5.662 -5.250 -2.714 -0.15
S -2.76581 -5.77599 -1.13315 0.475 -2.807 -0.835 0.98
O -2.21242 -5.67162 -2.42395 0.878 1.117 -0.645 -0.58
O -3.97444 -6.52510 -1.01873 0.449 1.195 0.882 -0.50
F -1.72243 -6.69189 -0.35856 0.294 0.819 0.570 -0.27
S -3.99622 -3.97021 -0.11133 -10.590 4.550 3.220 0.94
O -4.57118 -4.34275 1.18519 0.979 0.108 -2.273 -0.64
O -4.90057 -3.91792 -1.27928 2.667 -0.004 2.319 -0.54
F -3.58708 -2.40902 0.20668 -0.246 0.330 -0.402 -0.24
C -5.34510 0.06242 0.03106 0.585 0.656 0.454 -0.87
O -4.50433 1.18466 0.34748 0.341 0.402 0.369 -0.13
C -5.01962 1.92054 1.47851 0.662 -0.492 0.876 -0.86
C -3.87192 2.41415 2.45683 -2.291 -0.882 -0.072 -0.43
O -2.96167 3.13697 1.79476 2.029 2.612 -2.313 -0.35
C -1.71242 3.45601 2.42097 0.606 -0.912 0.126 -0.59
H -5.19487 -0.61889 0.86852 -1.074 -0.149 0.046 0.30
H -5.00580 -0.49870 -0.83963 0.207 0.509 -0.215 0.21
H -6.31202 0.52714 -0.16186 -0.480 -0.935 0.240 0.38
H -5.72433 1.38253 2.11256 0.522 -1.351 0.217 0.46
H -5.80639 2.60686 1.16538 0.891 1.277 -0.556 0.44
H -3.30145 1.62866 2.95247 -0.745 -0.828 0.214 0.36
H -4.40456 3.01115 3.19708 -0.095 0.044 0.474 0.32
H -1.62283 3.01083 3.41187 -0.274 -0.190 0.104 0.36
H -1.42358 4.50041 2.53881 -0.904 0.267 -0.370 0.29
H -0.93187 3.00571 1.80773 0.105 0.040 0.008 0.15
C 5.31877 1.90553 -1.74450 0.331 2.010 0.080 -0.47
O 6.09180 0.82081 -1.39544 -1.412 -1.437 -0.389 -0.04
C 5.39188 -0.44364 -1.60995 0.352 -1.437 0.722 0.15
C 6.29819 -1.67453 -1.38599 -0.192 -1.408 0.692 -0.73
O 5.59034 -2.98867 -1.29857 0.227 2.840 -0.345 -0.37
C 5.25527 -3.32147 0.06235 0.950 0.129 -0.133 -0.71
H 5.75475 2.85496 -1.43368 0.580 -0.370 -0.058 0.35
H 4.29797 1.96108 -1.36637 -0.715 -0.774 0.289 0.27
H 5.16981 1.90490 -2.82427 -0.061 -0.153 -0.561 0.37
H 4.90948 -0.57730 -2.57821 0.124 0.905 -0.486 0.36
H 4.53763 -0.42418 -0.93321 -0.184 0.185 0.540 0.06
H 6.86232 -1.60256 -0.45611 0.132 0.417 -0.029 0.40
H 6.99923 -1.69225 -2.22045 -0.050 -0.448 0.021 0.37
H 4.63157 -4.21347 0.00367 0.060 0.223 0.181 0.22
H 4.81335 -2.52230 0.65744 -0.583 0.121 -0.458 0.29
H 6.18804 -3.50886 0.59424 0.123 -0.555 0.026 0.39
```
Forces are in eV/Å.

---

Record 2
This record from the OMol25 dataset describes a 2-piece molecular cluster, C4H4N overall in a non-equilibrium geometry. The level of theory is ωB97M-V/def2-TZVPD.

Summary:
Frontier orbital gap (spin up / spin down): 8.885 / 8.884 eV
Charge: +1
Spin multiplicity: 1
ΔE to the lowest compared entry with this formula, charge and spin: 133.3 kJ/mol
HOMO level (spin up / spin down): -0.6163 / -0.6163 hartree

```
9
Properties=species:S:1:pos:R:3:forces:R:3:mulliken_charge:R:1
C -2.33879 -0.95266 -0.05833 1.939 1.901 0.234 0.22
C 2.72931 -0.47265 0.04995 2.324 -0.697 -0.166 -0.13
C -1.69088 0.09574 -0.12806 -0.991 -1.264 -0.003 -0.13
C -0.77192 1.06583 -0.06088 -0.572 0.601 1.654 -0.24
N 1.65956 -0.13874 0.06095 -2.991 0.972 0.198 -0.20
H -2.67594 -1.92842 0.14231 -0.845 -0.689 -0.138 0.43
H 3.73916 -0.77418 -0.00899 0.546 -0.201 0.062 0.35
H -0.63564 1.81624 0.71384 -0.861 -0.382 0.764 0.33
H -0.01487 1.28884 -0.71079 1.451 -0.241 -2.605 0.37
```
Forces are in eV/Å.

---

Record 3
This record from the OMol25 dataset describes C14H19NSn as an isolated structure in a non-equilibrium geometry. The level of theory is ωB97M-V/def2-TZVPD.

Summary:
Frontier orbital gap (spin up / spin down): 5.989 / 2.073 eV
Charge: -2
Spin multiplicity: 1
ΔE to the lowest compared entry with this formula, charge and spin: 0.0 kJ/mol
HOMO level (spin up / spin down): -0.0310 / 0.1120 hartree

```
35
Properties=species:S:1:pos:R:3:forces:R:3:mulliken_charge:R:1
C -2.25004 0.29000 -3.55018 0.463 1.426 -0.315 -0.64
C -1.47205 1.47673 -3.24338 -0.500 -0.515 -0.059 -0.32
C -1.51980 1.70627 -1.85458 0.233 -1.058 -0.014 -0.74
C -2.29970 0.61512 -1.28528 0.385 1.611 0.904 -0.34
C -2.69186 -0.24623 -2.32947 -1.627 0.589 -0.868 -0.64
Sn 0.12927 -0.80817 -0.78692 0.070 -1.344 -3.699 -0.87
C 2.07122 -0.04751 -3.37357 0.484 -6.237 -1.441 -0.84
C 1.89591 -1.33600 -3.96418 0.408 5.492 0.325 0.37
C 1.60607 -2.44210 -4.60400 -0.400 -0.031 0.950 -0.53
N -1.68026 -1.67756 -0.41688 0.276 -3.229 -3.478 -0.57
H -0.93860 2.45508 -1.28902 -0.551 -0.384 -0.338 0.37
H -0.93196 2.09504 -3.96854 -0.204 -0.235 0.186 0.51
H -2.76032 0.69067 -0.27125 0.704 -0.531 -0.922 0.40
H -3.49443 -0.98374 -2.21502 0.583 0.132 -0.066 0.45
H -2.61804 0.10290 -4.58205 0.519 -0.460 0.882 0.37
H 1.58281 0.87540 -3.64644 -0.381 -0.335 0.027 0.28
H -1.48122 -2.28333 -1.61028 -1.187 1.815 4.317 0.18
H 2.70191 -0.16537 -2.47964 -0.118 0.767 -0.530 0.29
H 1.93751 -2.81477 -5.56870 0.592 0.340 0.196 0.28
H 0.90657 -3.10566 -4.09576 -0.271 0.092 -0.070 0.16
C -0.47142 -0.32804 4.10597 -0.369 -0.304 1.134 -3.82
C 0.72946 0.37792 3.54039 -0.308 -0.117 -2.578 9.31
C 0.76353 1.82233 3.90861 0.198 0.867 1.196 -4.22
C 2.01434 -0.31668 3.86517 0.733 -0.340 1.200 -4.49
C 0.61566 0.33255 2.06462 0.084 -0.575 -2.318 -0.83
C 0.60296 0.14992 0.83918 0.213 2.376 5.900 -0.65
H -0.38739 -0.28718 5.20344 -0.225 -0.141 -0.146 0.73
H -0.52016 -1.37847 3.80371 0.070 0.129 -0.052 0.33
H -1.41179 0.15061 3.81643 0.146 0.013 -0.059 0.27
H 0.88740 1.87357 5.00108 -0.006 0.345 -0.126 0.63
H 1.60652 2.33356 3.43506 -0.060 -0.042 0.066 0.60
H -0.15704 2.34393 3.63779 0.014 -0.074 -0.028 0.34
H 2.00924 -1.37082 3.57289 -0.088 0.097 -0.037 0.34
H 2.87254 0.16355 3.38490 -0.122 0.016 0.034 0.60
H 2.15314 -0.26352 4.95587 0.243 -0.155 -0.174 0.67
```
Forces are in eV/Å.

---

Record 4
This record from the OMol25 dataset describes a 2-piece molecular cluster, C4H12OS2 overall in a non-equilibrium geometry. The level of theory is ωB97M-V/def2-TZVPD.

Summary:
Frontier orbital gap: 8.843 eV
Spin multiplicity: 1
ΔE to the lowest compared entry with this formula, charge and spin: 54.9 kJ/mol
HOMO level: -0.3034 hartree

```
19
Properties=species:S:1:pos:R:3:forces:R:3:mulliken_charge:R:1
C 0.28515 1.03259 1.94983 -0.289 -0.161 0.178 -0.88
C -0.96625 0.37451 2.56625 0.572 -0.697 -1.797 -0.50
S -1.89345 -0.88610 1.50662 0.939 0.350 0.090 -0.13
S -0.31738 -1.89885 0.64137 -0.136 0.046 0.632 -0.14
C -0.46358 -1.48845 -1.10613 -0.012 -0.214 -0.484 -0.33
C 0.91087 -1.58369 -1.78571 0.094 0.673 0.074 -1.08
H 0.40033 1.98393 2.48686 0.165 -0.096 -0.303 0.34
H 1.21138 0.45985 2.07659 -0.381 -0.027 0.005 0.30
H 0.14190 1.21024 0.88590 0.051 0.228 -0.053 0.19
H -0.64187 -0.22926 3.40759 -0.668 0.683 0.673 0.33
H -1.71482 1.16389 2.60957 -0.112 -0.280 1.074 0.35
H -0.80721 -0.46652 -1.27124 -0.077 -0.008 0.446 0.25
H -1.24891 -2.16342 -1.44130 0.238 0.017 -0.652 0.37
H 0.87357 -1.07132 -2.75924 -0.019 -0.424 0.161 0.29
H 1.55724 -0.96015 -1.16399 0.210 -0.006 -0.119 0.31
H 1.41673 -2.54868 -1.88541 -0.555 -0.052 0.061 0.34
O 0.47655 2.15085 -1.93031 0.389 -0.095 0.634 -0.60
H 0.93295 2.96168 -2.17063 -0.115 -0.019 -0.143 0.28
H -0.15320 1.95890 -2.61662 -0.293 0.082 -0.476 0.31
```
Forces are in eV/Å.

---

Record 5
This record from the OMol25 dataset describes a 2-piece molecular cluster, C14H16 overall in a non-equilibrium geometry. The level of theory is ωB97M-V/def2-TZVPD.

Summary:
Frontier orbital gap: 9.831 eV
Spin multiplicity: 1
ΔE to the lowest compared entry with this formula, charge and spin: 69.4 kJ/mol
HOMO level: -0.3271 hartree

```
30
Properties=species:S:1:pos:R:3:forces:R:3:mulliken_charge:R:1
C 1.90210 -1.92094 0.10635 -0.428 -1.293 -0.932 -1.23
C 0.43287 -2.31327 0.16778 -0.126 1.888 0.689 0.67
C -0.26378 -1.82373 1.27981 -0.569 0.732 -0.167 -0.20
C -1.64266 -1.91592 1.36410 -0.366 -1.918 0.208 -0.77
C -2.32298 -2.69744 0.42767 -0.152 0.387 -0.534 -0.30
C -1.67442 -3.14793 -0.71696 -0.053 0.653 0.929 -0.55
C -0.30972 -2.89980 -0.84101 0.047 -1.287 -0.664 -0.30
H 2.43785 -2.78103 0.51443 0.529 0.311 -0.035 0.40
H 2.15330 -1.00382 0.61886 -0.231 -0.057 0.430 0.08
H 2.20165 -1.76168 -0.93281 0.111 -0.254 0.034 0.33
H 0.23351 -1.22306 2.03272 0.282 -0.198 -0.008 0.36
H -2.21606 -1.66926 2.24877 0.308 0.580 0.058 0.37
H -3.37854 -2.91336 0.54758 0.003 0.156 0.057 0.37
H -2.26098 -3.62218 -1.49023 0.249 -0.227 -0.103 0.39
H 0.14434 -3.35342 -1.71955 0.378 0.470 0.014 0.36
C 2.39639 1.57498 -0.08438 -0.737 1.246 -0.112 -1.65
C 0.98467 2.09001 -0.21227 0.011 0.654 1.051 1.14
C 0.52698 3.12290 0.66848 0.228 -1.575 -1.922 -0.72
C -0.74133 3.62368 0.46679 0.222 0.830 0.614 -0.18
C -1.62940 3.10140 -0.48959 0.661 -0.254 1.100 -0.76
C -1.21602 1.98457 -1.16879 -0.159 -0.107 -0.743 -0.36
C 0.10058 1.51184 -1.08787 -0.898 0.001 -0.046 -0.35
H 3.08979 2.41735 -0.13746 0.062 -0.045 0.052 0.46
H 2.58163 0.95385 -0.95294 0.383 -0.668 0.454 0.38
H 2.45135 1.17122 0.92521 0.573 -0.659 -0.281 0.32
H 1.22337 3.44164 1.42981 -0.196 0.458 0.103 0.40
H -0.96724 4.47242 1.10207 -0.613 -0.002 -0.112 0.34
H -2.65146 3.43245 -0.57557 -0.009 0.295 -0.009 0.37
H -1.94686 1.50643 -1.81351 0.254 -0.151 -0.088 0.36
H 0.36106 0.64210 -1.67749 0.239 0.035 -0.037 0.27
```
Forces are in eV/Å.

---

Record 6
This record from the OMol25 dataset describes a 2-piece molecular cluster, C6H14O overall. The level of theory is ωB97M-V/def2-TZVPD.

Summary:
Frontier orbital gap (spin up / spin down): 8.329 / 8.013 eV
Spin multiplicity: 1
ΔE to the lowest compared entry with this formula, charge and spin: 434.6 kJ/mol
HOMO level (spin up / spin down): -0.2675 / -0.2595 hartree

```
21
Properties=species:S:1:pos:R:3:forces:R:3:mulliken_charge:R:1
C -3.34036 0.13964 -0.47199 -0.044 0.019 -0.033 -1.24
C -2.22730 -0.35464 0.44869 0.014 -0.020 0.048 -0.37
C -0.83721 -0.15519 -0.15287 -0.010 0.015 -0.055 -0.56
C 0.29126 -0.61901 0.78059 0.024 0.009 0.055 -0.49
C 1.65039 -0.49545 0.18021 -0.250 -0.391 -0.262 -0.41
O 2.49151 0.31519 0.72962 -0.116 0.264 0.384 -0.23
C 3.69875 0.62621 0.31571 0.440 -0.064 -0.066 -0.54
H -4.32850 -0.00507 -0.02238 0.145 0.018 -0.067 0.37
H -3.32590 -0.39513 -1.42909 0.003 0.073 0.136 0.31
H -3.22372 1.20801 -0.68799 -0.016 -0.146 0.029 0.31
H -2.28372 0.17132 1.41166 0.014 -0.063 -0.125 0.31
H -2.37825 -1.41987 0.67247 0.035 0.141 -0.031 0.31
H -0.76935 -0.69971 -1.10542 -0.004 0.062 0.127 0.31
H -0.68202 0.90475 -0.39444 -0.031 -0.131 0.035 0.31
H 0.10153 -1.66407 1.07103 0.029 0.132 -0.047 0.29
H 0.27385 -0.02701 1.70387 -0.005 -0.074 -0.115 0.25
H 2.01627 -1.14033 -0.61633 -0.058 0.082 0.091 0.48
H 1.88248 1.03566 -1.59819 0.119 0.075 -0.002 -0.06
H 4.18626 -0.03978 -0.38896 -0.061 0.102 0.064 0.32
H 4.24453 1.26049 0.99810 -0.079 -0.067 -0.096 0.23
H 2.55951 1.35400 -1.44429 -0.150 -0.036 -0.072 0.09
```
Forces are in eV/Å.

---

| no. | calculated total energy (Ha) |
| --- | --- |
| 1 | -6472.5627 |
| 2 | -209.1138 |
| 3 | -813.4739 |
| 4 | -1031.1969 |
| 5 | -543.0464 |
| 6 | -312.0895 |